Entry from OMol25: a molecular structure, C28H53O2PSe2Si2Tb in a non-equilibrium geometry (ωB97M-V with the def2-TZVPD basis set).

Geometry as XYZ:
```
89
Properties=species:S:1:pos:R:3:mulliken_charge:R:1
H -0.92 1.97 -1.17 -0.804
H 3.01 -1.36 -2.76 0.169
H -0.82 -7.82 3.84 0.374
H -3.48 4.32 0.53 0.332
H -1.76 -7.78 1.53 0.386
H 3.58 -1.18 -4.44 0.466
C -1.10 -4.44 1.91 0.753
H 4.52 -2.13 0.27 0.468
H 2.13 0.76 -3.79 0.164
C -1.32 2.19 0.98 -0.842
H 1.57 0.61 2.68 0.184
C 2.59 1.01 2.62 -1.290
H -3.55 0.12 -0.82 0.225
H -4.62 1.85 3.12 0.357
H 2.25 -1.10 -0.61 -0.323
H -3.03 2.51 3.57 0.319
P -1.54 -2.89 1.06 0.523
H -6.07 -3.25 -0.94 0.431
H 2.69 3.91 -0.91 0.299
Se -0.84 -1.04 2.04 -0.316
H 0.99 2.88 -4.78 0.369
C -1.52 -5.63 1.31 -0.444
C -0.88 -6.87 3.29 -0.396
H -1.07 3.15 0.50 0.352
H 5.81 1.33 -3.29 0.367
C -1.42 -6.85 1.99 -0.746
H 4.19 3.09 -2.52 0.528
H -0.09 0.80 -2.62 0.376
H 4.70 -0.82 -3.13 0.294
Si -3.14 1.94 1.15 0.231
C 3.19 0.66 -3.46 -0.289
C 2.84 1.71 1.30 0.264
H 3.79 1.29 -4.12 0.476
H -3.63 -0.54 0.86 -0.362
H -3.43 -2.98 3.29 0.387
H 2.54 3.37 -4.08 0.249
Se -0.81 -2.62 -1.01 -0.517
C -0.11 1.60 -1.86 0.480
C -5.41 -3.17 2.40 -0.702
Si 0.66 3.27 -2.35 0.581
C 4.41 2.21 -1.91 -0.280
H 4.71 -0.58 1.14 0.182
H 1.17 4.36 -0.14 0.378
H 3.79 2.24 1.30 0.396
C -3.54 1.74 2.97 -0.991
Tb -1.37 0.12 -0.47 0.033
C -3.36 -3.03 1.11 0.207
H 4.35 2.49 -0.83 0.047
H 1.28 4.55 -4.35 0.443
H 3.63 0.90 -0.67 0.018
O 2.92 0.83 0.12 0.558
H -4.88 0.52 0.21 0.572
C 1.46 3.52 -4.03 -1.207
C -1.00 4.16 -2.43 -1.049
H -0.19 -3.54 3.65 0.310
C -4.06 3.40 0.44 -1.197
H 1.80 5.30 -1.48 0.441
C -3.79 0.36 0.25 -0.078
H -5.01 3.52 0.98 0.362
C 3.64 -0.77 -3.44 -1.244
C -0.53 -4.47 3.19 -0.249
H -0.64 2.05 1.83 0.383
H 5.81 0.54 -1.65 0.215
H -7.23 -3.33 1.26 0.396
H -5.92 -3.20 3.38 0.390
H -4.28 3.24 -0.63 0.311
O 3.35 1.25 -2.12 -0.220
H -1.47 3.90 -3.38 0.293
C 2.79 -0.78 0.28 0.263
H 2.20 -1.07 1.16 0.308
H -1.64 3.81 -1.61 0.019
H -3.22 0.76 3.35 0.256
C -4.10 -3.11 -0.07 -0.004
C -5.49 -3.21 -0.02 -0.725
C 4.26 -1.07 0.27 -1.024
C -0.44 -5.68 3.88 -0.597
H -3.58 -3.09 -1.03 0.475
C -4.01 -3.05 2.36 -0.431
H -0.01 -5.71 4.89 0.395
H 3.29 0.20 2.74 0.312
H -0.87 5.24 -2.37 0.389
C 1.68 4.27 -1.11 -1.123
C -6.14 -3.24 1.21 -0.405
H 4.72 -0.62 -0.62 0.177
H 6.50 2.19 -1.86 0.485
H 2.05 2.43 1.08 -0.181
H 2.72 1.70 3.47 0.416
C 5.72 1.50 -2.20 -1.167
H -1.95 -5.61 0.30 0.370
```

The value obtained for the total energy is -7796.540174 hartree. For the frontier orbital gap (spin up / spin down), the calculation gives 7.1 / 7.3 eV. The calculation puts the HOMO energy (spin up / spin down) at -9.38 / -9.43 eV. As for the spin multiplicity: 7. The LUMO energy (spin up / spin down) is -0.0822 / -0.0782 Ha. Its net charge is +1.